The following is a DFT calculation (ωB97M-V/def2-TZVPD) of a molecular structure, C19H40OP2Zn in a non-equilibrium geometry.

Summary:
LUMO (spin up / spin down) = 0.21 / 0.20 eV
electronic energy = -3284.83699 Eh
HOMO level (spin up / spin down) = -3.79 / -3.73 eV
orbital gap (spin up / spin down) = 4.0 / 3.9 eV

Positions of all 63 atoms, in Å:
P1 -0.7613 0.8145 -1.1945
P2 -0.5135 -0.8281 1.4194
C1 0.9548 0.4277 -0.5854
C2 0.9290 -0.8670 0.2430
H1 1.2580 1.2721 0.0455
H2 1.6690 0.3621 -1.4148
H3 0.7712 -1.7309 -0.4141
H4 1.8750 -1.0253 0.7744
C3 0.1865 -0.0163 2.9144
H5 -0.5309 -0.1168 3.7340
H6 0.3216 1.0505 2.7157
H7 1.1440 -0.4588 3.2110
C4 -0.6550 -2.5747 1.9661
H8 0.3087 -2.9852 2.2864
H9 -1.0550 -3.1745 1.1442
H10 -1.3640 -2.6229 2.7977
C5 -0.6253 2.5595 -1.7474
H11 -1.5111 2.8854 -2.3033
H12 0.2628 2.6664 -2.3761
H13 -0.4960 3.1951 -0.8667
C6 -0.8513 -0.0866 -2.7958
H14 -0.9476 -1.1584 -2.6019
H15 0.0313 0.0959 -3.4191
H16 -1.7483 0.2397 -3.3298
Zn1 -2.2537 0.2159 0.4057
C7 4.9305 -1.9560 0.0938
C8 4.9348 -0.9236 0.9454
C9 5.6265 0.4111 0.8516
C10 6.1224 0.8566 -0.5419
C11 5.0123 0.9586 -1.5601
C12 4.4788 -0.0062 -2.3189
C13 4.8147 -1.4720 -2.4057
C14 5.6240 -2.0844 -1.2412
C15 -3.8747 1.2257 -0.5090
H17 4.3244 -2.8163 0.3783
H18 4.3503 -1.0473 1.8581
H19 6.4773 0.4234 1.5511
H20 4.9295 1.1719 1.2303
H21 6.5798 1.8464 -0.4271
H22 6.9200 0.1949 -0.8845
H23 4.5753 1.9522 -1.6614
H24 3.6707 0.2953 -2.9866
H25 5.3517 -1.6610 -3.3485
H26 3.8680 -2.0230 -2.4965
H27 5.7598 -3.1501 -1.4602
H28 6.6263 -1.6529 -1.2144
H29 -4.7663 0.5889 -0.5060
H30 -3.6893 1.5496 -1.5413
H31 -4.0994 2.1200 0.0885
C16 -6.3790 -0.7406 0.5386
C17 -5.5996 0.5179 1.0459
C18 -6.4029 1.8260 0.6576
C19 -5.6755 0.4580 2.5861
O1 -4.2104 0.3925 0.7801
H32 -7.4291 -0.7295 0.9039
H33 -5.8920 -1.6705 0.9028
H34 -6.4213 -0.7877 -0.5708
H35 -7.4486 1.7609 1.0294
H36 -5.9509 2.7314 1.1175
H37 -6.4743 1.9728 -0.4419
H38 -5.1939 -0.4693 2.9677
H39 -5.1415 1.3251 3.0322
H40 -6.7272 0.4717 2.9484

Atoms 1-2, force components in eV/Å:
1.9 0.3 -1.8
1.6 -1.3 1.0

---

The following is a DFT calculation (ωB97M-V/def2-TZVPD) of a molecular structure, C19H41AlBN2O3S3 in a non-equilibrium geometry.

Summary:
LUMO = 1.74 eV
electronic energy = -2545.62188 Eh
HOMO level = -3.95 eV
net charge = -1
orbital gap = 5.7 eV

Positions of all 70 atoms, in Å:
C1 -3.3742 6.8449 -2.8565
C2 -3.0664 5.7764 -2.3976
C3 -2.6319 4.5227 -1.8462
Al1 -1.7870 4.7893 0.0075
C4 -0.1917 6.0492 0.0757
C5 0.8261 5.9922 -1.0621
N1 0.2311 5.9778 -2.4129
C6 -1.3942 2.9593 0.8344
C7 -2.4248 1.8769 0.4284
C8 -1.7585 0.5989 -0.1319
C9 -1.4617 -0.3737 0.9946
N2 -0.9399 -1.6913 0.4988
C10 -1.7897 -2.8134 0.9673
C11 -3.0963 -2.8324 0.1819
C12 -3.6938 -4.2544 0.1628
C13 -2.9387 -5.1575 -0.8152
C14 0.3936 -1.8759 0.9291
S1 0.8696 -2.3860 2.4052
S2 1.6047 -1.4722 -0.2996
C15 2.7845 -2.8533 -0.1821
C16 3.0784 -3.4052 -1.5904
C17 4.2895 -2.6702 -2.1609
B1 -3.3480 5.6714 1.2225
O1 -3.1952 6.9267 1.7711
O2 -4.5781 5.0166 1.4952
H1 -3.4918 7.8263 -3.2478
H2 -1.9039 4.0452 -2.5051
H3 -3.5119 3.8689 -1.8098
H4 -0.5399 7.0709 0.2464
H5 0.3645 5.7827 0.9862
H6 1.5047 5.1426 -0.9778
H7 1.4735 6.8842 -0.9868
H8 0.0637 6.9036 -2.7734
H9 0.8162 5.4484 -3.0421
H10 -0.3809 2.6030 0.6163
H11 -1.4474 3.0616 1.9233
H12 -3.0773 1.6067 1.2632
H13 -3.0899 2.2290 -0.3641
H14 -2.3738 0.1248 -0.8991
H15 -0.8156 0.8901 -0.5982
H16 -2.3780 -0.5596 1.5583
H17 -0.7619 0.0857 1.6938
H18 -1.9746 -2.7440 2.0437
H19 -1.2207 -3.7268 0.8058
H20 -2.8798 -2.5414 -0.8468
H21 -3.8077 -2.1190 0.5967
H22 -4.7380 -4.1960 -0.1445
H23 -3.6408 -4.6368 1.1847
H24 -2.8153 -4.6278 -1.7587
H25 -1.9428 -5.4026 -0.4485
H26 -3.4794 -6.0922 -0.9566
H27 3.6964 -2.4537 0.2547
H28 2.3920 -3.6411 0.4532
H29 3.2782 -4.4726 -1.5299
H30 2.2005 -3.2502 -2.2158
H31 4.1709 -1.5980 -1.9930
H32 5.1987 -2.9684 -1.6367
H33 4.4379 -2.8544 -3.2243
H34 -4.0354 7.2509 2.1329
H35 -5.1369 4.9890 0.7131
C18 6.9582 -5.2350 1.4195
S3 5.2569 -5.7823 1.6137
O3 4.5607 -5.4936 0.3346
C19 4.7732 -4.4957 2.7709
H36 7.4379 -5.8853 0.6911
H37 6.9719 -4.2057 1.0604
H38 7.4748 -5.3126 2.3763
H39 4.9346 -3.5166 2.3200
H40 5.3554 -4.5956 3.6873
H41 3.7158 -4.6237 2.9937

Atoms 1-2, force components in eV/Å:
0.0 0.6 -0.2
0.4 -0.2 -0.1

---

The following is a DFT calculation (ωB97M-V/def2-TZVPD) of 3 unconnected molecules or ions with the total composition C19H41ClN7O4.

Summary:
LUMO = -3.01 eV
electronic energy = -1892.55168 Eh
HOMO level = -9.84 eV
net charge = +1
orbital gap = 6.8 eV

Positions of all 72 atoms, in Å:
C1 1.0510 -1.7097 4.5098
C2 1.1993 -2.7403 3.9205
C3 1.1774 -3.9388 3.0856
C4 2.4399 -4.7278 3.2127
N1 2.5938 -5.6782 4.1357
C5 3.8262 -6.1445 3.9457
N2 4.3928 -7.1245 4.6627
Cl1 3.5435 -7.8440 5.9208
N3 4.4228 -5.5040 2.9229
N4 3.5192 -4.5892 2.4522
C6 3.8164 -3.6645 1.3540
C7 4.1247 -4.4048 0.0560
N5 2.9326 -4.9218 -0.6238
H1 0.9074 -0.7695 4.9911
H2 1.0230 -3.6291 2.0488
H3 0.3573 -4.5938 3.3777
H4 5.3314 -7.4472 4.4941
H5 5.3429 -5.6359 2.5329
H6 2.9266 -3.0508 1.2166
H7 4.6415 -3.0130 1.6436
H8 4.8097 -5.2369 0.2384
H9 4.6442 -3.7144 -0.6111
H10 2.0737 -4.5341 -0.2565
H11 2.8829 -5.9300 -0.5899
C8 2.7331 2.8245 -2.6274
O1 2.5307 3.1146 -1.2574
C9 1.1933 3.4733 -0.9288
C10 0.5927 2.4538 0.0132
N6 0.4069 1.1731 -0.6580
C11 0.0140 0.0815 0.2235
C12 1.0052 -0.3609 1.2912
O2 2.1950 -0.9557 0.7785
C13 3.2289 -0.0411 0.4426
H12 3.7991 2.6557 -2.7688
H13 2.1872 1.9280 -2.9429
H14 2.4262 3.6624 -3.2596
H15 0.5853 3.5681 -1.8329
H16 1.2159 4.4466 -0.4319
H17 -0.3795 2.8158 0.3607
H18 1.2560 2.3803 0.8864
H19 1.2660 0.9228 -1.1318
H20 -0.2071 -0.7845 -0.4073
H21 -0.9237 0.3550 0.7184
H22 0.5285 -1.1294 1.9008
H23 1.2690 0.4532 1.9755
H24 3.2095 0.8388 1.0888
H25 3.1664 0.2799 -0.5989
H26 4.1838 -0.5521 0.5800
C14 -3.6155 4.5713 -4.4605
O3 -3.7483 4.9234 -3.0977
C15 -5.0774 5.2537 -2.7079
C16 -5.6035 4.2519 -1.7038
N7 -5.8045 2.9491 -2.3229
C17 -6.1385 1.8778 -1.3913
C18 -5.0879 1.4887 -0.3570
O4 -3.9203 0.9103 -0.9128
C19 -2.9124 1.8285 -1.3040
H27 -2.5539 4.4292 -4.6566
H28 -4.1456 3.6426 -4.6986
H29 -3.9878 5.3659 -5.1138
H30 -5.7336 5.3022 -3.5813
H31 -5.0536 6.2441 -2.2449
H32 -6.5609 4.6094 -1.3138
H33 -4.8916 4.2190 -0.8667
H34 -4.9654 2.6940 -2.8279
H35 -6.3694 0.9882 -1.9821
H36 -7.0566 2.1537 -0.8627
H37 -5.5274 0.7237 0.2888
H38 -4.8170 2.3324 0.2897
H39 -2.9072 2.7144 -0.6612
H40 -3.0344 2.1445 -2.3438
H41 -1.9501 1.3252 -1.2213

Atoms 1-2, force components in eV/Å:
0.1 0.0 0.0
-0.3 0.2 0.0

---

The following is a DFT calculation (ωB97M-V/def2-TZVPD) of a molecular structure, C19H41FHfNO11S5 in a non-equilibrium geometry.

Summary:
LUMO = -13.34 eV
electronic energy = -3767.96611 Eh
HOMO level = -14.85 eV
net charge = +3
orbital gap = 1.5 eV

Positions of all 79 atoms, in Å:
Hf1 -12.0477 20.9286 9.4381
N1 -10.3941 19.2626 13.8440
O1 -10.4532 18.1200 14.0310
O2 -9.8669 20.1251 14.4555
O3 -10.9911 19.6328 12.8120
F1 -13.0927 18.9543 19.8363
C1 -13.4170 17.7710 19.3246
C2 -14.5774 17.2158 19.7760
C3 -14.9233 15.9145 19.2399
C4 -14.2332 15.3440 18.2356
C5 -13.0727 15.9346 17.7515
C6 -12.6885 17.1593 18.3325
H1 -15.1481 17.6697 20.5726
H2 -15.8851 15.5562 19.5760
H3 -14.6266 14.4218 17.8341
H4 -12.5457 15.5287 16.9007
H5 -11.7944 17.7092 18.0785
C7 -12.2234 14.7803 10.3029
S1 -13.2484 15.7626 9.1487
O4 -12.5947 17.1476 9.3128
C8 -12.6525 15.0161 7.5013
H6 -12.1450 15.2892 11.2636
H7 -11.2426 14.5603 9.8812
H8 -12.6542 13.8018 10.5150
H9 -11.8488 15.6042 7.0583
H10 -13.4209 15.0587 6.7294
H11 -12.3252 13.9770 7.5358
C9 -11.4403 24.4101 14.4339
S2 -12.4807 24.7750 12.9729
O5 -12.5531 23.4062 12.2052
C10 -14.0559 24.8516 13.8740
H12 -10.4843 23.9442 14.1953
H13 -11.9975 23.6533 14.9861
H14 -11.2576 25.3916 14.8715
H15 -14.1393 23.9913 14.5382
H16 -14.7406 24.7525 13.0317
H17 -14.2765 25.8100 14.3440
C11 -6.3066 22.7529 9.0049
S3 -7.2278 22.9520 10.5845
O6 -8.5597 22.2685 10.5450
C12 -6.1463 22.1241 11.7556
H18 -5.3298 23.2324 9.0678
H19 -6.7404 23.2892 8.1609
H20 -6.1133 21.7337 8.6702
H21 -6.3282 21.0753 11.5211
H22 -6.3675 22.2598 12.8142
H23 -5.1027 22.3191 11.5088
C13 -17.3338 20.7360 13.4117
S4 -16.0893 19.5116 12.8174
O7 -15.0861 20.2565 11.8815
C14 -15.2713 18.9991 14.4322
H24 -17.8900 20.3339 14.2585
H25 -18.0271 21.0022 12.6138
H26 -16.8308 21.6572 13.7059
H27 -14.8805 19.8935 14.9172
H28 -14.4363 18.3005 14.3791
H29 -16.0034 18.5600 15.1100
C15 -7.6571 16.5362 7.7853
S5 -7.5450 17.8365 9.0825
O8 -8.9161 18.4413 9.1940
C16 -7.4395 16.5536 10.4033
H30 -8.1001 16.9139 6.8638
H31 -8.2414 15.6616 8.0712
H32 -6.6227 16.3411 7.5022
H33 -7.3810 17.0833 11.3542
H34 -6.6260 15.8602 10.1902
H35 -8.2856 15.8674 10.4388
C17 -8.5241 22.4984 19.3813
O9 -8.5677 23.7675 18.7220
C18 -8.0687 24.8968 19.2526
O10 -8.1029 26.0275 18.8096
O11 -7.3574 24.6422 20.3099
C19 -6.7876 25.7064 21.0759
H36 -9.3882 22.4446 20.0434
H37 -7.5642 22.4603 19.8962
H38 -8.5506 21.7231 18.6156
H39 -6.2071 26.3746 20.4398
H40 -6.1483 25.2154 21.8097
H41 -7.5172 26.3860 21.5161

Atoms 1-2, force components in eV/Å:
0.3 -0.5 1.3
-1.3 2.5 -2.9

---

The following is a DFT calculation (ωB97M-V/def2-TZVPD) of 3 unconnected molecules or ions with the total composition C19H41FN2O12S in a non-equilibrium geometry.

Summary:
LUMO = -1.14 eV
SMILES = CCOC(=O)CCCN(CON=O)S(=O)(=O)F.COCCOCCOC.COCCOCCOC
electronic energy = -2258.62043 Eh
HOMO level = -9.21 eV
orbital gap = 8.1 eV

Positions of all 76 atoms, in Å:
C1 8.2600 -0.8066 3.9099
C2 7.8407 0.5537 3.1587
O1 7.0089 1.4349 3.9568
C3 5.6356 0.9805 3.9435
O2 5.2294 0.4914 5.0314
C4 4.7172 1.1518 2.6416
C5 3.2171 0.6849 2.9636
C6 2.9200 -0.8429 2.5192
N1 3.7900 -1.8570 3.2002
C7 4.9958 -2.2149 2.4192
O3 4.7269 -2.6851 1.0615
N2 5.8243 -2.2692 0.3267
O4 5.4878 -1.5540 -0.5591
S1 2.9163 -3.2342 3.7587
O5 1.7588 -2.8360 4.6558
O6 3.8584 -4.0285 4.6456
F1 2.3497 -4.2329 2.5275
H1 7.3964 -1.2803 4.4937
H2 9.1790 -0.6167 4.5834
H3 8.5950 -1.5783 3.1235
H4 7.3199 0.2521 2.1813
H5 8.8086 1.1174 2.9035
H6 4.7030 2.2574 2.3130
H7 5.1137 0.5752 1.7266
H8 2.8979 0.8114 4.0500
H9 2.5179 1.3635 2.3434
H10 1.8211 -1.0349 2.8244
H11 2.9344 -0.8729 1.3792
H12 5.7856 -1.3740 2.3779
H13 5.5294 -3.0848 2.9652
C8 -1.3604 1.8688 -2.9955
O7 -1.1898 0.5082 -2.6462
C9 -1.8169 -0.3762 -3.5708
C10 -1.0615 -1.7000 -3.6435
O8 0.1495 -1.6309 -4.4006
C11 1.2248 -0.8947 -3.8131
C12 1.8677 -1.5930 -2.6219
O9 1.0365 -1.4903 -1.4685
C13 1.1409 -2.6169 -0.6164
H14 -2.4098 2.1579 -2.9067
H15 -0.7633 2.4721 -2.3076
H16 -0.9960 2.0551 -4.0119
H17 -1.8625 0.0707 -4.5702
H18 -2.8367 -0.5561 -3.2118
H19 -1.6945 -2.4146 -4.1782
H20 -0.8835 -2.1218 -2.6544
H21 0.9212 0.1221 -3.5747
H22 1.9816 -0.8163 -4.6009
H23 2.8226 -1.1089 -2.3815
H24 2.0551 -2.6417 -2.8756
H25 0.9338 -3.5398 -1.1677
H26 0.3995 -2.5157 0.1764
H27 2.1385 -2.6596 -0.1682
C14 -8.0154 4.6246 -1.2185
O10 -7.8396 3.2642 -0.8704
C15 -8.4548 2.3779 -1.8000
C16 -7.6910 1.0587 -1.8692
O11 -6.4754 1.1363 -2.6180
C17 -5.4084 1.8782 -2.0221
C18 -4.7691 1.1820 -0.8276
O12 -5.6088 1.2787 0.3192
C19 -5.5046 0.1519 1.1706
H28 -9.0669 4.9089 -1.1366
H29 -7.4261 5.2290 -0.5252
H30 -7.6449 4.8148 -2.2320
H31 -8.4962 2.8259 -2.7991
H32 -9.4759 2.1915 -1.4482
H33 -8.3161 0.3410 -2.4093
H34 -7.5173 0.6366 -0.8796
H35 -5.7199 2.8928 -1.7843
H36 -4.6470 1.9624 -2.8049
H37 -3.8188 1.6713 -0.5795
H38 -4.5736 0.1346 -1.0815
H39 -5.7028 -0.7716 0.6167
H40 -6.2525 0.2490 1.9574
H41 -4.5103 0.1119 1.6255

Atoms 1-2, force components in eV/Å:
0.4 0.1 -0.2
1.1 -1.1 -0.5

---

The following is a DFT calculation (ωB97M-V/def2-TZVPD) of a molecular structure, C19H41N3OPTb in a non-equilibrium geometry.

Summary:
LUMO (spin up / spin down) = -6.87 / -6.22 eV
multiplicity = 7
electronic energy = -2153.43085 Eh
HOMO level (spin up / spin down) = -15.00 / -15.00 eV
net charge = +2
orbital gap (spin up / spin down) = 8.1 / 8.8 eV

Positions of all 66 atoms, in Å:
C1 2.5039 2.7086 -1.3057
H1 2.7710 3.7795 -1.1817
H2 3.0432 2.3849 -2.2098
H3 2.9427 2.1938 -0.4517
C2 0.9971 2.4351 -1.5597
H4 0.8417 1.5189 -2.2040
H5 0.4412 2.2260 -0.6260
C3 0.3666 3.6456 -2.2898
H6 -0.7363 3.6297 -2.2935
H7 0.6966 4.6086 -1.8693
H8 0.7128 3.6480 -3.3337
C4 -0.6636 -2.2900 -2.1065
C5 -1.0695 -1.3126 -3.0836
C6 0.1055 -0.6244 -3.5218
C7 1.2234 -1.1544 -2.8231
C8 0.7630 -2.1892 -1.9573
C9 1.6491 -3.1082 -1.1935
C10 2.6407 -0.8136 -3.0710
C11 0.1827 0.4009 -4.5976
C12 -2.4804 -0.9926 -3.4448
C13 -1.5661 -3.2720 -1.4397
Tb1 -0.3526 -0.2034 -1.1375
H9 3.2610 -1.0708 -2.2154
H10 3.0293 -1.3800 -3.9236
H11 2.7803 0.2432 -3.2969
H12 2.5729 -2.5942 -0.8954
H13 1.1678 -3.5231 -0.2967
H14 1.9524 -3.9576 -1.8297
H15 -2.5563 -2.8518 -1.1956
H16 -1.7293 -4.1336 -2.1092
H17 -1.1391 -3.6673 -0.5076
H18 -2.5563 -0.0345 -3.9766
H19 -2.8865 -1.7692 -4.1116
H20 -3.1563 -0.9288 -2.5710
H21 0.8637 1.2180 -4.3151
H22 0.5846 -0.0047 -5.5431
H23 -0.7948 0.8489 -4.8269
C14 -2.6951 -1.2720 3.1544
N1 -2.1154 0.0656 3.0220
C15 -3.0921 1.1141 2.7174
P1 -0.5746 0.2931 2.4739
O1 -0.4339 0.2974 0.9648
N2 -0.1997 1.7988 3.0309
C16 1.0387 2.4464 2.5554
C17 -0.4962 2.1120 4.4327
N3 0.3944 -0.9492 2.9168
C18 1.0543 -1.1201 4.2024
C19 0.7501 -1.9667 1.9127
H24 -3.5836 -1.1851 3.7921
H25 -1.9940 -1.9419 3.6619
H26 -3.0049 -1.7386 2.1998
H27 -3.9794 0.9269 3.3238
H28 -2.6987 2.0888 2.9978
H29 -3.3979 1.1532 1.6664
H30 1.0940 2.4822 1.4547
H31 1.0421 3.4821 2.9278
H32 1.9417 1.9349 2.9458
H33 -0.5448 3.2074 4.5349
H34 -1.4647 1.6856 4.7297
H35 0.2930 1.7306 5.1061
H36 0.3396 -1.3655 5.0079
H37 1.7693 -1.9539 4.0937
H38 1.6304 -0.2266 4.5000
H39 1.0015 -2.9126 2.4259
H40 -0.1089 -2.1643 1.2419
H41 1.6291 -1.6364 1.3219

Atoms 1-2, force components in eV/Å:
0.3 -0.2 -0.7
-0.7 -0.6 0.0